{"formula": "C4H4CuO4", "method": "ωB97M-V/def2-TZVPD", "total_charge": 1, "e_tot_ev": -57029.8751, "multiplicity": 1, "species": ["H", "O", "C", "O", "C", "Cu", "H", "O", "C", "C", "O", "H", "H"], "coordinates": [[4.100, 1.071, -0.337], [-4.300, 0.914, 0.110], [-4.448, 2.036, 0.091], [-1.252, -1.365, -0.361], [-0.087, -1.242, -0.049], [-3.579, -1.395, 0.035], [0.579, -2.126, -0.012], [1.903, -0.009, 0.438], [2.628, 0.718, -0.394], [0.499, 0.086, 0.332], [3.676, 0.083, -0.730], [0.214, 0.837, -0.421], [0.067, 0.395, 1.297]], "lowdin_charge": [0.233, 0.013, 0.104, 0.012, -0.147, 0.740, 0.157, -0.061, -0.266, -0.146, 0.067, 0.141, 0.151]}